1.
Here is one molecule with the formula C14H16ClNO3 in a non-equilibrium geometry from the OMol25 dataset. Energies are from ωB97M-V/def2-TZVPD.

Structure (ORCA input):
```
! wB97M-V def2-TZVPD RIJCOSX def2/J DEFGRID3
* xyz 0 1
C 2.7065 -3.1683 -2.7657
C 2.5410 -2.3411 -1.5180
C 3.0843 -2.9335 -0.2749
C 1.7211 -2.9815 -0.4642
C 1.0238 -1.9832 0.1785
O 1.4584 -0.9987 0.7200
O -0.0316 -2.6017 0.7831
C -1.1457 -1.8413 1.4304
C -2.0529 -0.9338 0.8424
O -3.2125 -0.9692 0.6692
N -1.1100 0.2510 -0.0358
C -1.8346 1.2273 -0.7387
C -1.5489 2.4849 0.2216
C -2.6026 3.1866 0.8162
C -2.5118 4.2493 1.5778
C -1.5437 4.9437 1.5693
C -0.2701 4.3299 1.0161
C -0.4504 3.1567 0.0987
Cl 0.9883 2.3925 -0.4740
H 3.5629 -2.9148 -3.3432
H 1.9407 -2.9324 -3.5546
H 2.7893 -4.2830 -2.7185
H 2.5669 -1.4144 -1.7622
H 3.7930 -3.9260 -0.3128
H 3.5431 -2.3780 0.3951
H 1.3446 -4.0390 -0.5373
H -1.7960 -2.5806 1.9334
H -0.4661 -1.2303 2.2684
H -0.2549 0.1414 0.3386
H -1.1741 1.4039 -1.6596
H -3.0109 0.9292 -0.7065
H -3.7430 2.6177 0.8114
H -3.6877 4.5728 1.8986
H -1.2143 5.7504 2.2821
H 0.5978 4.8135 1.0150
*
```

SMILES string: C[C@@H]1C[C@H]1C(=O)OCC(=O)NCc1ccccc1Cl
E_HOMO in eV: -8.4491
Relative energy (zero: lowest compared OMol25 entry of this formula, charge and spin) in eV: 12.041

Atomic partial charges in e from the Löwdin method, atoms 1 to 5:
1 C -0.07
2 C -0.21
3 C -0.08
4 C -0.22
5 C -0.47

=====

2.
Here is C4H11N5 as an isolated structure in a non-equilibrium geometry from the OMol25 dataset. Energies are from ωB97M-V/def2-TZVPD.

Structure (ORCA input):
```
! wB97M-V def2-TZVPD RIJCOSX def2/J DEFGRID3
* xyz 0 1
C -0.8792 -1.8245 -1.3596
C -1.7416 0.1914 0.9699
N -0.3579 1.2691 -0.9388
C 0.7109 0.9036 -0.0138
C -0.5683 0.1256 0.0289
N 2.4230 -0.6864 0.0992
N 1.2722 1.6843 1.0247
N 1.5043 -0.1089 -0.6793
N -0.0435 -1.1104 -0.4240
H -0.8410 2.0956 -0.5923
H 3.2820 -0.8988 -0.3887
H 2.2794 -0.6609 1.1072
H 0.5759 1.9968 1.6889
H 1.7887 2.4782 0.6617
H -1.7835 -2.1861 -0.8542
H -1.1894 -1.2036 -2.2114
H -0.3179 -2.6773 -1.7403
H -1.7588 1.1439 1.5027
H -2.6749 0.0807 0.4159
H -1.6805 -0.6122 1.7034
*
```

E_HOMO in eV: -8.0081
Relative energy (zero: lowest compared OMol25 entry of this formula, charge and spin) in eV: 4.238

Atomic partial charges in e from the Löwdin method, atoms 1 to 5:
1 C -0.12
2 C -0.01
3 N 0.14
4 C -0.54
5 C -0.50

=====

3.
Here is one molecule with the formula C5H8O2 from the OMol25 dataset. Energies are from ωB97M-V/def2-TZVPD.

Structure (ORCA input):
```
! wB97M-V def2-TZVPD RIJCOSX def2/J DEFGRID3
* xyz 0 1
O -0.5540 -0.6922 -2.0586
C -0.5727 -0.8619 -0.6658
C 0.8266 -0.9252 0.0443
C 0.4114 0.3034 0.8471
O 0.6255 0.4803 2.2031
C 0.0912 1.4227 -0.0892
C -0.9352 0.3500 0.1780
H -1.4063 -0.9936 -2.3897
H -1.1426 -1.7681 -0.4231
H 0.9002 -1.8162 0.6741
H 1.7298 -0.8220 -0.5716
H 1.4823 0.9070 2.3290
H -0.1115 2.3822 0.3765
H 0.5552 1.4598 -1.0734
H -1.8999 0.5737 0.6194
*
```

SMILES string: O[C@H]1C[C@@]2(O)C[C@@H]12
E_HOMO in eV: -9.6301
Relative energy (zero: lowest compared OMol25 entry of this formula, charge and spin) in eV: 2.133

Atomic partial charges in e from the Löwdin method, atoms 1 to 5:
1 O -0.02
2 C -0.33
3 C -0.02
4 C -0.48
5 O 0.04